[1]
The following is a DFT calculation (wB97M-V/def2-TZVPD) of 6 unconnected molecules or ions with the total composition C15H39N3O6S3.

Output
HOMO: -8.9 eV
Energy relative to the best compared isomer or geometry (same formula, charge and spin): 63.0 kcal per mole
DFT total energy: -2405.03871 Ha
Orbital gap: 9.23 eV

Geometry as XYZ:
```
66
C15H39N3O6S3, DFT wB97M-V/def2-TZVPD
C -23.8571 -17.5399 3.5812
C -23.5322 -18.9286 4.0980
O -22.7822 -19.6600 3.5215
N -24.0939 -19.2895 5.3197
C -23.9277 -20.5545 6.0952
H -23.3763 -17.4366 2.6084
H -23.5991 -16.6883 4.2106
H -24.9440 -17.5134 3.5028
H -24.7164 -18.6340 5.7702
H -24.1191 -21.5000 5.5879
H -24.6070 -20.6053 6.9462
H -22.9097 -20.6277 6.4778
C -8.8368 -17.5721 2.4034
C -9.4674 -16.9973 3.6457
O -9.5694 -15.7834 3.6949
N -10.0768 -17.8200 4.5182
C -10.6526 -17.3980 5.8243
H -9.3230 -17.4484 1.4357
H -8.6414 -18.6276 2.5930
H -7.8715 -17.1146 2.1865
H -10.1063 -18.8011 4.2803
H -10.8844 -16.3331 5.8453
H -9.8792 -17.4920 6.5867
H -11.5828 -17.8779 6.1285
C -15.8727 -14.0281 10.7237
C -16.6483 -12.9546 11.4669
O -16.4394 -12.8638 12.6633
N -17.5265 -12.1752 10.8165
C -17.9430 -10.8998 11.3729
H -16.5910 -14.8441 10.6441
H -14.9405 -14.2259 11.2530
H -15.5969 -13.9647 9.6710
H -17.7066 -12.2615 9.8265
H -18.7412 -10.5645 10.7107
H -17.1637 -10.1575 11.5457
H -18.2765 -11.0453 12.4004
C -18.5236 -6.2508 -3.8992
S -18.5088 -6.9335 -2.1852
O -19.8888 -7.4933 -1.8962
C -17.3778 -8.4111 -2.3666
H -19.3784 -5.5785 -3.8251
H -18.5166 -6.9575 -4.7290
H -17.6150 -5.6784 -4.0860
H -16.3496 -8.0555 -2.3001
H -17.4901 -9.0392 -3.2504
H -17.4832 -8.9257 -1.4115
C -17.0019 -17.5255 4.2930
S -17.5487 -15.8115 3.9342
O -18.0003 -15.1869 5.2936
C -15.9501 -14.9744 3.3931
H -16.0318 -17.6507 4.7740
H -16.9742 -17.9817 3.3034
H -17.8870 -17.9836 4.7344
H -15.5809 -15.5210 2.5253
H -15.2023 -15.3006 4.1158
H -16.1733 -13.9125 3.2901
C -20.8048 -18.1115 11.1390
S -21.3186 -19.2238 12.5598
O -20.0091 -19.5848 13.2479
C -22.0425 -17.7543 13.5004
H -21.6367 -18.0939 10.4350
H -20.0691 -18.5149 10.4432
H -20.4705 -17.1204 11.4459
H -22.4039 -18.0708 14.4788
H -22.7726 -17.0818 13.0499
H -21.2059 -17.0874 13.7090
```

[2]
The following is a DFT calculation (wB97M-V/def2-TZVPD) of a molecular structure, C15H39N5O17V.

Output
<S²>: 2.0195
HOMO (alpha / beta): -6.4 / -6.4 eV
Multiplicity: 3
DFT total energy: -3091.28714 Ha
Orbital gap (alpha / beta): 6.04 / 7.11 eV
Net charge: -1

Geometry as XYZ:
```
77
C15H39N5O17V, DFT wB97M-V/def2-TZVPD
V -3.3862 -19.7455 6.2078
N -1.0976 -18.3317 4.4913
O -0.3053 -19.2668 4.5228
O -2.2358 -18.4634 5.0250
O -0.7643 -17.2531 3.9956
N -5.7743 -21.8189 6.6038
O -6.7007 -21.2028 7.1240
O -5.9703 -22.8556 5.9884
O -4.5815 -21.3446 6.7480
N -5.8652 -18.8187 4.0923
O -6.9431 -19.3919 4.2050
O -4.8193 -19.2349 4.6987
O -5.7403 -17.8203 3.3840
N -5.7973 -17.9263 7.5410
O -6.7022 -18.3052 8.2676
O -5.8281 -16.8589 6.9252
O -4.7618 -18.6946 7.3799
C -7.4320 -19.5835 0.4128
C -8.3678 -18.6471 -0.2962
C -7.6941 -17.8775 -1.4591
C -7.2809 -18.7569 -2.6379
C -8.5388 -19.3928 -3.1637
C -9.3149 -20.2486 -2.1166
N -9.4894 -19.4844 -0.8929
O -10.2445 -20.1454 0.0959
C -10.6912 -20.5036 -2.7118
C -8.5576 -21.6105 -2.0090
C -8.9370 -17.6391 0.6992
H -6.6789 -19.0155 0.9671
H -6.8537 -20.2907 -0.1857
H -7.9285 -20.2537 1.1182
H -8.3290 -17.0479 -1.7694
H -6.7014 -17.5224 -1.1632
H -6.4949 -19.4255 -2.2724
H -6.7789 -18.1788 -3.4175
H -8.2732 -20.0571 -3.9891
H -9.1673 -18.5540 -3.4703
H -11.3916 -21.1309 -2.1598
H -11.1668 -19.5185 -2.7285
H -10.6488 -20.8762 -3.7372
H -7.5330 -21.4115 -1.7105
H -9.1676 -22.2689 -1.3897
H -8.5462 -22.0774 -2.9954
H -9.3264 -18.0773 1.6212
H -9.8446 -17.1522 0.3337
H -8.1920 -16.9031 0.9986
H -9.5805 -20.6605 0.5809
C -3.3065 -15.1190 3.9150
C -2.3789 -14.4581 2.9081
O -1.6663 -15.3335 2.1139
H -3.7193 -16.0861 3.6078
H -4.1632 -14.5354 4.2538
H -2.8061 -15.4904 4.8176
H -1.8392 -13.6417 3.4084
H -3.0965 -13.9597 2.2412
H -1.2088 -16.0075 2.6403
C -3.7882 -20.7214 0.4890
C -3.2214 -19.4710 1.1605
O -2.3181 -19.8551 2.1934
H -3.0396 -20.9749 -0.2723
H -4.6108 -20.4038 -0.1577
H -3.9832 -21.5638 1.1426
H -4.0143 -18.9996 1.7517
H -2.7006 -18.7951 0.4822
H -1.4264 -19.9098 1.8336
C -3.0197 -22.4413 4.2567
O -2.9314 -21.0412 4.4591
H -3.1346 -22.9438 5.2164
H -3.9214 -22.6967 3.6902
H -2.1695 -22.8581 3.7097
H -2.8095 -20.7345 3.5262
C -9.7325 -18.3624 5.7760
O -8.9201 -19.4692 6.0890
H -10.5526 -18.1960 6.4720
H -9.1858 -17.4132 5.6886
H -10.1122 -18.4740 4.7498
H -8.3477 -19.5508 5.3087
```

| no. | molecular weight (g mol⁻¹) |
| --- | --- |
| 1 | 453.69 |
| 2 | 612.44 |